Record 1
DFT (ωB97M-V/def2-TZVPD) results for C33H52CaN3O2P2 as an isolated structure.

```
93
Properties=species:S:1:pos:R:3:forces:R:3
C -2.032 1.910 0.998 0.6 0.8 -0.8
C -0.396 2.361 -0.658 -1.0 0.2 0.7
C -2.353 3.269 1.080 0.1 -0.1 0.0
C -0.672 3.737 -0.593 0.0 -0.3 0.0
C -1.675 4.190 0.266 0.0 -0.4 0.0
H -3.114 3.601 1.792 0.3 -0.1 -0.3
H -0.097 4.432 -1.211 -0.2 -0.2 0.2
H -1.916 5.257 0.322 0.1 -0.4 0.0
N -1.099 1.471 0.104 -1.1 2.7 0.1
P -1.362 -0.494 2.241 -1.8 0.1 4.5
P 0.295 0.101 -2.178 1.1 1.4 -3.6
C -2.624 0.875 1.922 -0.1 -0.4 0.1
H -3.024 1.353 2.833 0.2 -0.2 -0.4
H -3.458 0.351 1.417 0.2 0.4 0.2
C 0.763 1.777 -1.405 -0.2 -0.3 -0.1
H 1.194 2.504 -2.109 -0.2 -0.2 0.2
C 1.956 -0.560 -2.913 -0.3 0.1 -0.1
C -0.917 0.522 -3.599 0.4 0.2 -0.1
C -0.171 0.207 3.567 -0.2 -0.1 0.2
C -2.421 -1.892 3.009 0.1 0.4 0.3
C 2.477 -1.726 -2.042 0.1 0.0 0.1
H 1.913 -2.650 -2.238 0.1 0.2 0.0
H 3.535 -1.902 -2.313 -0.4 0.0 0.1
H 2.419 -1.517 -0.965 0.1 0.1 -0.3
C 1.719 -1.145 -4.321 0.0 0.0 -0.2
H 1.044 -2.017 -4.287 0.3 0.4 0.0
H 1.317 -0.410 -5.036 0.2 -0.3 0.3
H 2.692 -1.493 -4.715 -0.4 0.1 0.2
C 3.025 0.549 -2.971 0.2 0.0 -0.2
H 3.774 0.282 -3.739 -0.3 0.1 0.3
H 2.607 1.532 -3.241 0.3 -0.4 0.0
H 3.560 0.646 -2.012 -0.3 0.0 -0.4
C -1.371 -0.788 -4.284 -0.3 -0.2 0.1
H -1.157 -1.661 -3.649 -0.1 0.1 -0.2
H -2.466 -0.742 -4.436 0.5 -0.2 0.0
H -0.905 -0.942 -5.267 -0.1 0.0 0.4
C -2.175 1.175 -2.981 -0.1 0.1 0.1
H -2.471 0.691 -2.038 -0.1 0.3 -0.4
H -2.037 2.252 -2.799 0.0 -0.4 0.1
H -3.009 1.060 -3.698 0.3 0.2 0.3
C -0.329 1.509 -4.626 0.1 0.6 -0.1
H 0.691 1.825 -4.346 -0.4 0.0 -0.3
H -0.297 1.096 -5.646 0.0 0.2 0.4
H -0.962 2.415 -4.655 0.4 -0.3 -0.2
C -1.505 -3.094 3.320 0.1 -0.3 -0.1
H -2.072 -4.027 3.149 0.3 0.3 0.2
H -0.625 -3.107 2.654 -0.3 -0.1 0.2
H -1.157 -3.103 4.366 -0.1 0.1 -0.5
C -3.455 -2.351 1.962 0.0 0.1 -0.1
H -4.026 -1.511 1.534 0.1 -0.4 0.2
H -2.977 -2.898 1.136 -0.1 0.1 0.3
H -4.175 -3.027 2.461 0.4 0.2 -0.3
C -3.191 -1.443 4.269 -0.6 0.3 0.0
H -4.220 -1.846 4.216 0.4 0.2 0.2
H -2.740 -1.801 5.205 -0.1 0.2 -0.3
H -3.275 -0.344 4.319 -0.1 -0.5 0.1
C 0.574 1.403 2.935 0.4 0.2 -0.3
H 0.566 2.291 3.589 -0.2 -0.4 -0.2
H 1.629 1.111 2.779 -0.6 0.3 -0.2
H 0.150 1.664 1.955 0.5 0.2 0.7
C 0.866 -0.901 3.864 -0.1 -0.1 0.1
H 1.172 -1.385 2.920 0.1 0.2 0.4
H 1.756 -0.437 4.330 -0.4 -0.2 -0.2
H 0.481 -1.664 4.558 0.1 0.2 -0.3
C -0.838 0.696 4.865 -0.1 -0.2 0.2
H -1.583 1.489 4.675 0.3 -0.3 0.1
H -1.324 -0.116 5.429 0.2 0.4 -0.2
H -0.056 1.127 5.518 -0.3 -0.2 -0.3
Ca -0.520 -0.649 -0.018 9.1 -1.6 3.3
C -2.243 -1.211 -0.684 -13.8 -4.6 -6.1
O -3.231 -1.656 -1.155 4.9 2.3 2.4
N 1.374 0.276 0.430 2.0 2.0 -1.7
C 1.727 1.302 -0.249 -0.1 -1.8 1.3
C 2.956 2.092 0.039 0.9 0.7 0.1
C 4.052 1.427 0.636 -0.3 0.3 -0.1
C 3.083 3.470 -0.240 0.2 -0.4 0.1
C 5.230 2.113 0.936 -0.1 0.2 -0.1
H 3.935 0.360 0.853 0.1 0.4 -0.1
C 4.266 4.160 0.066 0.0 -0.2 0.1
H 2.252 4.019 -0.693 0.3 -0.2 0.1
C 5.345 3.485 0.653 -0.3 -0.2 -0.1
H 6.069 1.577 1.394 -0.3 0.2 -0.2
H 4.342 5.230 -0.156 0.0 -0.5 0.1
H 6.269 4.023 0.888 -0.4 -0.2 -0.1
C -1.558 -4.168 -1.329 -0.2 -1.1 -0.5
C -0.282 -3.981 -0.558 0.8 -0.8 0.5
N 0.491 -5.062 -0.300 -0.3 -0.7 -0.3
O 0.086 -2.882 -0.143 -0.5 0.3 -0.1
H -1.690 -5.227 -1.638 0.1 0.6 0.1
H -1.545 -3.544 -2.243 0.0 -0.2 0.6
H -2.432 -3.925 -0.704 0.5 0.0 -0.3
H 1.365 -4.964 0.238 -0.9 0.1 -0.5
H 0.213 -6.004 -0.615 0.3 1.0 0.3
```
Positions in Å, forces in eV/Å.

Summary:
Net charge: +1
HOMO energy (spin up / spin down) (eV): -9.5597 / -9.5601
Spin multiplicity: 1
F_max (eV/Å): 15.81
E_LUMO (spin up / spin down) (eV): -3.5 / -3.5

***

Record 2
DFT (ωB97M-V/def2-TZVPD) results for C33H52CsF2N6O6 as an isolated structure.

```
100
Properties=species:S:1:pos:R:3:forces:R:3
Cs 0.040 1.702 1.442 -2.0 0.7 1.2
C -4.512 -2.437 -1.166 0.0 0.0 0.0
C -3.087 -2.833 -0.766 0.0 0.0 0.0
C -3.034 -3.060 0.745 0.0 0.0 0.0
C -1.743 -3.622 1.373 0.0 0.0 0.0
C -1.494 -5.052 0.880 0.0 0.0 0.0
C -1.958 -3.608 2.888 0.0 0.0 0.0
N -0.592 -2.747 1.049 0.1 -0.1 0.0
C 0.640 -2.992 1.818 0.1 0.0 0.0
C 1.881 -2.945 0.938 -0.1 0.0 0.0
N 2.171 -1.636 0.380 0.0 0.1 0.0
C 2.797 -0.808 1.427 0.1 0.1 0.0
C 3.285 0.602 0.989 0.0 0.0 0.0
O 4.490 0.740 0.767 0.2 0.0 -0.1
O 2.382 1.487 0.918 2.0 -0.2 -0.6
C 2.933 -1.741 -0.881 0.0 -0.1 0.0
C 4.412 -2.093 -0.699 0.0 0.0 0.0
C 2.724 -0.503 -1.769 0.0 0.0 0.0
C 1.745 -0.703 -2.936 0.0 0.0 0.0
C 1.491 0.653 -3.590 0.0 0.0 0.0
C 2.344 -1.668 -3.971 0.0 0.0 0.0
N 0.477 -1.193 -2.374 0.1 0.0 -0.1
C -0.648 -1.324 -3.270 0.0 0.0 0.0
C -1.736 -2.196 -2.657 0.0 0.0 0.0
N -2.052 -1.905 -1.260 0.0 0.0 -0.1
C -2.342 -0.492 -1.066 -0.1 0.0 0.0
C -2.519 -0.014 0.368 0.0 -0.1 0.1
O -3.356 0.817 0.632 0.0 0.1 0.0
O -1.659 -0.436 1.283 -0.7 -0.2 -0.2
H -5.205 -3.247 -0.938 0.0 0.0 0.0
H -4.586 -2.225 -2.233 0.0 0.0 0.0
H -4.841 -1.552 -0.620 0.0 0.0 0.0
H -2.862 -3.789 -1.252 0.0 0.0 0.0
H -3.827 -3.777 0.978 0.0 0.0 0.0
H -3.309 -2.145 1.272 0.0 0.0 0.0
H -2.317 -5.710 1.166 0.0 0.0 0.0
H -0.579 -5.459 1.311 0.0 0.0 0.0
H -1.393 -5.083 -0.206 0.0 0.0 0.0
H -2.908 -4.087 3.128 0.0 0.0 0.0
H -1.985 -2.583 3.259 0.0 0.0 0.0
H -1.174 -4.143 3.422 0.0 0.0 0.0
H -0.405 -2.786 0.051 0.0 0.0 0.0
H -1.158 -1.316 1.073 0.1 -0.2 0.0
H 0.619 -3.986 2.275 0.0 0.0 0.0
H 0.706 -2.273 2.638 0.0 0.0 0.0
H 1.725 -3.651 0.111 0.0 0.0 0.0
H 2.729 -3.336 1.528 0.0 0.0 0.0
H 3.665 -1.323 1.863 0.0 -0.1 0.0
H 2.054 -0.671 2.216 0.1 0.0 0.1
H 2.483 -2.598 -1.398 0.0 0.0 0.0
H 4.950 -1.264 -0.241 0.0 0.0 0.0
H 4.857 -2.310 -1.673 0.0 0.0 0.0
H 4.530 -2.982 -0.073 0.0 0.0 0.0
H 3.683 -0.179 -2.180 0.0 0.0 0.0
H 2.348 0.319 -1.163 0.0 0.0 0.0
H 2.443 1.129 -3.830 0.0 0.0 0.0
H 0.941 1.304 -2.909 0.0 0.0 0.0
H 0.923 0.557 -4.518 0.0 0.0 0.0
H 3.271 -1.259 -4.376 0.0 0.0 0.0
H 1.664 -1.835 -4.809 0.0 0.0 0.0
H 2.573 -2.638 -3.524 0.0 0.0 0.0
H 0.630 -2.054 -1.864 0.0 0.0 0.0
H -0.403 -1.782 -4.243 0.0 0.0 0.0
H -1.038 -0.327 -3.493 0.0 0.0 0.0
H -1.408 -3.242 -2.699 0.0 0.0 0.0
H -2.627 -2.121 -3.306 0.0 0.0 0.0
H -3.232 -0.151 -1.611 0.0 0.0 0.0
H -1.485 0.077 -1.437 0.0 0.0 0.0
O -1.714 5.191 -7.362 0.0 0.0 0.0
C -2.602 4.114 -7.118 0.0 0.0 0.0
C -2.379 3.566 -5.735 0.0 0.0 0.0
C -3.018 2.397 -5.342 0.0 0.0 0.0
C -2.801 1.922 -4.060 0.0 0.0 0.0
N -2.010 2.518 -3.175 0.0 0.0 0.0
C -1.403 3.643 -3.548 0.1 0.0 0.1
C -1.558 4.198 -4.818 0.0 0.0 0.0
C -0.509 4.297 -2.540 -0.1 -0.1 -0.1
C -0.265 5.663 -2.567 0.0 0.0 0.0
C 0.596 6.220 -1.627 0.0 0.0 0.0
C 0.897 7.695 -1.650 0.0 0.0 0.0
O 1.613 8.079 -2.819 0.0 0.0 0.0
C 1.188 5.374 -0.704 0.0 0.0 0.0
C 0.878 4.019 -0.746 0.1 0.0 -0.1
N 0.042 3.493 -1.630 0.1 -0.1 0.0
H -1.884 5.534 -8.243 0.0 0.0 0.0
H -2.452 3.309 -7.847 0.0 0.0 0.0
H -3.644 4.447 -7.198 0.0 0.0 0.0
H -3.667 1.857 -6.021 0.0 0.0 0.0
H -3.290 1.013 -3.724 0.0 0.0 0.0
H -1.026 5.092 -5.106 0.0 0.0 0.0
H -0.743 6.302 -3.299 0.0 0.0 0.0
H 1.448 7.975 -0.745 0.0 0.0 0.0
H -0.029 8.272 -1.673 0.0 0.0 0.0
H 2.359 7.478 -2.918 0.0 0.0 0.0
H 1.873 5.749 0.046 0.0 0.0 0.0
H 1.336 3.319 -0.056 0.3 0.3 -0.2
F -0.724 1.983 5.380 -0.1 0.0 0.0
C 0.366 1.323 4.694 0.0 0.0 0.0
F 0.050 -0.081 4.947 0.0 -0.1 -0.1
H 1.173 1.466 5.439 0.1 0.0 0.0
```
Positions in Å, forces in eV/Å.

Summary:
Net charge: -1
HOMO energy (eV): -2.6787
Spin multiplicity: 1
F_max (eV/Å): 2.45
E_LUMO (eV): 1.7